{
  "formula": "C13H11Br3N2O4",
  "method": "ωB97M-V/def2-TZVPD",
  "species": ["C", "Br", "Br", "Br", "H", "C", "C", "C", "C", "C", "C", "N", "O", "O", "H", "H", "H", "H", "H", "C", "C", "C", "C", "C", "C", "N", "O", "O", "H", "H", "H", "H", "H"],
  "xyz": [[-2.79, -1.38, 1.00], [-2.09, -3.17, 1.39], [-4.67, -1.26, 1.50], [-2.47, -0.96, -0.97], [-2.29, -0.65, 1.63], [1.22, -2.67, -0.46], [1.32, -1.31, -0.14], [2.49, -0.68, -0.53], [3.54, -1.32, -1.09], [3.37, -2.67, -1.49], [2.25, -3.35, -1.05], [4.79, -0.57, -1.39], [5.55, -0.91, -2.35], [5.06, 0.34, -0.60], [0.36, -3.25, -0.18], [0.50, -0.78, 0.30], [2.51, 0.38, -0.37], [4.14, -3.22, -2.00], [2.25, -4.39, -1.33], [-0.18, 2.42, -0.37], [-0.17, 1.77, 0.86], [-1.34, 1.61, 1.57], [-2.56, 2.20, 1.02], [-2.51, 2.77, -0.27], [-1.30, 2.85, -0.94], [-3.80, 2.22, 1.78], [-4.83, 2.47, 1.25], [-3.73, 1.87, 2.97], [0.74, 2.61, -0.91], [0.74, 1.34, 1.23], [-1.36, 1.18, 2.56], [-3.42, 3.19, -0.68], [-1.32, 3.31, -1.92]],
  "e_above_lowest_kcal_mol": 1.0,
  "total_charge": 1,
  "spin_multiplicity": 2,
  "orbital_gap_ev": [7.34, 3.41]
}

=====

{
  "formula": "C13H11ClHgN3O6",
  "method": "ωB97M-V/def2-TZVPD",
  "species": ["Hg", "O", "C", "O", "C", "C", "Cl", "N", "N", "C", "C", "O", "O", "C", "C", "C", "C", "C", "C", "H", "H", "H", "H", "H", "H", "N", "C", "C", "O", "O", "H", "H", "H", "H", "H"],
  "xyz": [[-11.26, -7.90, -10.00], [-8.63, -10.28, -5.12], [-8.26, -9.01, -5.28], [-7.82, -8.37, -4.38], [-8.47, -8.35, -6.63], [-8.22, -7.05, -6.97], [-7.37, -5.82, -6.16], [-8.86, -6.73, -8.15], [-9.45, -7.86, -8.59], [-9.22, -8.82, -7.73], [-9.83, -10.18, -8.07], [-9.71, -11.06, -7.24], [-10.42, -10.22, -9.17], [-9.05, -5.48, -8.88], [-9.09, -4.27, -8.19], [-9.34, -3.08, -8.87], [-9.60, -3.14, -10.24], [-9.61, -4.36, -10.93], [-9.29, -5.53, -10.25], [-9.03, -10.66, -5.96], [-8.92, -4.26, -7.14], [-9.32, -2.12, -8.34], [-9.78, -2.22, -10.76], [-9.83, -4.40, -11.98], [-9.27, -6.45, -10.79], [-11.15, -11.73, -11.95], [-11.78, -11.07, -13.11], [-11.94, -9.52, -12.95], [-12.59, -8.77, -13.58], [-11.20, -9.10, -11.92], [-10.68, -12.59, -12.19], [-11.75, -11.85, -11.14], [-10.76, -9.90, -11.58], [-12.68, -11.55, -13.47], [-11.08, -11.15, -13.93]],
  "e_above_lowest_kcal_mol": 8.2,
  "total_charge": 0,
  "spin_multiplicity": 2,
  "orbital_gap_ev": [8.40, 7.58]
}

=====

{
  "formula": "C13H11F5OS2Sn",
  "method": "ωB97M-V/def2-TZVPD",
  "species": ["Sn", "C", "C", "C", "C", "C", "H", "H", "H", "H", "H", "F", "C", "C", "F", "C", "F", "C", "S", "C", "F", "C", "F", "C", "S", "C", "O", "H", "H", "H", "H", "H", "H"],
  "xyz": [[0.52, 0.50, 1.16], [1.31, 3.45, 2.52], [2.20, 3.18, 1.43], [2.89, 2.04, 1.73], [2.42, 1.55, 3.04], [1.45, 2.41, 3.49], [0.68, 4.32, 2.62], [2.33, 3.81, 0.56], [3.72, 1.61, 1.17], [2.82, 0.69, 3.56], [0.93, 2.36, 4.43], [-2.31, 0.90, -5.41], [-2.26, 0.87, -4.11], [-0.99, 0.80, -3.48], [0.10, 0.77, -4.22], [-0.94, 0.77, -2.13], [0.27, 0.73, -1.53], [-2.11, 0.80, -1.32], [-2.08, 0.84, 0.36], [-3.36, 0.86, -2.00], [-4.47, 0.88, -1.30], [-3.44, 0.89, -3.37], [-4.59, 0.94, -3.99], [-0.71, -3.81, 1.34], [0.14, -2.92, 0.06], [1.68, -3.80, 0.00], [0.52, -1.57, 0.73], [-0.03, -4.02, 2.16], [-1.09, -4.74, 0.90], [-1.55, -3.20, 1.66], [2.03, -4.01, 1.01], [2.38, -3.18, -0.54], [1.51, -4.73, -0.55]],
  "e_above_lowest_kcal_mol": 0.0,
  "total_charge": 2,
  "orbital_gap_ev": [5.63, 6.73]
}

=====

Repeat the first record exactly.
{
  "formula": "C13H11Br3N2O4",
  "method": "ωB97M-V/def2-TZVPD",
  "species": ["C", "Br", "Br", "Br", "H", "C", "C", "C", "C", "C", "C", "N", "O", "O", "H", "H", "H", "H", "H", "C", "C", "C", "C", "C", "C", "N", "O", "O", "H", "H", "H", "H", "H"],
  "xyz": [[-2.79, -1.38, 1.00], [-2.09, -3.17, 1.39], [-4.67, -1.26, 1.50], [-2.47, -0.96, -0.97], [-2.29, -0.65, 1.63], [1.22, -2.67, -0.46], [1.32, -1.31, -0.14], [2.49, -0.68, -0.53], [3.54, -1.32, -1.09], [3.37, -2.67, -1.49], [2.25, -3.35, -1.05], [4.79, -0.57, -1.39], [5.55, -0.91, -2.35], [5.06, 0.34, -0.60], [0.36, -3.25, -0.18], [0.50, -0.78, 0.30], [2.51, 0.38, -0.37], [4.14, -3.22, -2.00], [2.25, -4.39, -1.33], [-0.18, 2.42, -0.37], [-0.17, 1.77, 0.86], [-1.34, 1.61, 1.57], [-2.56, 2.20, 1.02], [-2.51, 2.77, -0.27], [-1.30, 2.85, -0.94], [-3.80, 2.22, 1.78], [-4.83, 2.47, 1.25], [-3.73, 1.87, 2.97], [0.74, 2.61, -0.91], [0.74, 1.34, 1.23], [-1.36, 1.18, 2.56], [-3.42, 3.19, -0.68], [-1.32, 3.31, -1.92]],
  "e_above_lowest_kcal_mol": 1.0,
  "total_charge": 1,
  "spin_multiplicity": 2,
  "orbital_gap_ev": [7.34, 3.41]
}

=====

Repeat the second record exactly.
{
  "formula": "C13H11ClHgN3O6",
  "method": "ωB97M-V/def2-TZVPD",
  "species": ["Hg", "O", "C", "O", "C", "C", "Cl", "N", "N", "C", "C", "O", "O", "C", "C", "C", "C", "C", "C", "H", "H", "H", "H", "H", "H", "N", "C", "C", "O", "O", "H", "H", "H", "H", "H"],
  "xyz": [[-11.26, -7.90, -10.00], [-8.63, -10.28, -5.12], [-8.26, -9.01, -5.28], [-7.82, -8.37, -4.38], [-8.47, -8.35, -6.63], [-8.22, -7.05, -6.97], [-7.37, -5.82, -6.16], [-8.86, -6.73, -8.15], [-9.45, -7.86, -8.59], [-9.22, -8.82, -7.73], [-9.83, -10.18, -8.07], [-9.71, -11.06, -7.24], [-10.42, -10.22, -9.17], [-9.05, -5.48, -8.88], [-9.09, -4.27, -8.19], [-9.34, -3.08, -8.87], [-9.60, -3.14, -10.24], [-9.61, -4.36, -10.93], [-9.29, -5.53, -10.25], [-9.03, -10.66, -5.96], [-8.92, -4.26, -7.14], [-9.32, -2.12, -8.34], [-9.78, -2.22, -10.76], [-9.83, -4.40, -11.98], [-9.27, -6.45, -10.79], [-11.15, -11.73, -11.95], [-11.78, -11.07, -13.11], [-11.94, -9.52, -12.95], [-12.59, -8.77, -13.58], [-11.20, -9.10, -11.92], [-10.68, -12.59, -12.19], [-11.75, -11.85, -11.14], [-10.76, -9.90, -11.58], [-12.68, -11.55, -13.47], [-11.08, -11.15, -13.93]],
  "e_above_lowest_kcal_mol": 8.2,
  "total_charge": 0,
  "spin_multiplicity": 2,
  "orbital_gap_ev": [8.40, 7.58]
}